(1)
The following is a DFT calculation (ωB97M-V with the def2-TZVPD basis set) of 4 unconnected molecules or ions with the total composition C15H38FO11PS2 at a distorted geometry.

The LUMO energy is -0.017 Eh. The molar mass is 508.564 g mol⁻¹. For the energy above the lowest of the compared OMol25 structures with the same formula, charge and spin, the calculation gives 39.7 kcal per mole. As for the multiplicity: 1. The calculation puts the HOMO energy at -8.71 eV. As for the SMILES: O=S(=O)(O)CCCPS(=O)(=O)F.COCCOC.COCCOC.COCCOC.

CARTESIAN COORDINATES (ANGSTROEM)
O (-1.88351, -1.22006, 2.16980)
S (-2.58256, -0.29208, 1.25408)
O (-3.92414, -0.86611, 0.97088)
O (-1.80225, -0.14773, -0.17842)
C (-2.90086, 1.30289, 2.08810)
C (-1.98272, 2.48999, 1.66855)
C (-0.44497, 2.25192, 1.96315)
P (0.48046, 2.01708, 0.35299)
S (2.59306, 1.80554, 0.65907)
O (2.96119, 1.58081, 2.06074)
O (3.13635, 0.80624, -0.27420)
F (3.26106, 3.24125, 0.20287)
H (-2.11146, 0.62460, -0.66904)
H (-3.94348, 1.56370, 1.84019)
H (-2.85036, 1.15674, 3.17572)
H (-2.12486, 2.69596, 0.58969)
H (-2.33732, 3.36724, 2.23211)
H (-0.25620, 1.45548, 2.69894)
H (-0.07807, 3.18281, 2.43695)
H (0.31753, 3.23867, -0.38241)
C (-2.68180, 4.69169, -2.22178)
O (-2.56900, 5.04679, -0.85053)
C (-1.65820, 6.12158, -0.63660)
C (-2.38386, 7.43872, -0.42679)
O (-3.05660, 7.85223, -1.60671)
C (-4.45008, 7.58394, -1.56656)
H (-3.55058, 4.04197, -2.33030)
H (-2.82064, 5.56731, -2.85768)
H (-1.79078, 4.14124, -2.54309)
H (-0.94749, 6.20031, -1.46458)
H (-1.09373, 5.88406, 0.27128)
H (-1.64593, 8.21128, -0.19167)
H (-3.07910, 7.36953, 0.41481)
H (-4.95131, 8.30218, -0.91020)
H (-4.65815, 6.56756, -1.22407)
H (-4.84276, 7.69964, -2.57593)
C (-1.39509, -6.64021, 2.67726)
O (-2.13671, -5.43498, 2.61254)
C (-1.39595, -4.36423, 2.03400)
C (-1.79184, -4.12760, 0.58932)
O (-1.42267, -5.22603, -0.24045)
C (-2.51880, -6.07110, -0.54367)
H (-2.08866, -7.44974, 2.90634)
H (-0.89923, -6.86374, 1.73011)
H (-0.65020, -6.58086, 3.47774)
H (-0.31985, -4.54980, 2.11122)
H (-1.62379, -3.46837, 2.61020)
H (-1.24679, -3.25295, 0.22357)
H (-2.86178, -3.91770, 0.50450)
H (-3.16489, -5.59499, -1.28896)
H (-3.10350, -6.31184, 0.34723)
H (-2.12356, -6.99629, -0.96304)
C (5.51275, -1.44298, -0.10341)
O (5.11807, -2.80834, -0.08800)
C (4.33199, -3.16249, -1.21625)
C (5.15234, -3.90755, -2.25452)
O (6.14642, -3.07085, -2.83287)
C (7.43490, -3.29831, -2.28742)
H (6.28937, -1.30868, 0.65026)
H (5.91602, -1.14680, -1.07450)
H (4.66345, -0.80623, 0.15228)
H (3.86359, -2.27733, -1.65709)
H (3.53537, -3.82248, -0.85951)
H (4.48909, -4.22293, -3.06599)
H (5.60363, -4.80442, -1.82040)
H (7.84941, -4.23261, -2.68090)
H (7.41138, -3.33862, -1.19607)
H (8.07863, -2.47390, -2.59285)



(2)
The following is a DFT calculation (ωB97M-V with the def2-TZVPD basis set) of 5 unconnected molecules or ions with the total composition C15H39N3O14P2 at a distorted geometry.

The LUMO energy is 0.001 Eh. The molar mass is 547.432 g mol⁻¹. For the energy above the lowest of the compared OMol25 structures with the same formula, charge and spin, the calculation gives 59.7 kcal per mole. As for the multiplicity: 1. The calculation puts the HOMO energy at -10.46 eV. As for the SMILES: CCOP(=O)(OCC)OCC.CCOP(=O)(OCC)OCC.C[N+](=O)[O-].C[N+](=O)[O-].C[N+](=O)[O-].

CARTESIAN COORDINATES (ANGSTROEM)
C (14.33634, 21.54206, 5.59605)
N (14.90349, 22.84257, 6.14096)
O (15.19351, 22.86668, 7.35313)
O (15.00493, 23.78090, 5.38183)
H (15.18010, 21.03429, 5.12878)
H (13.51916, 21.85028, 4.94390)
H (14.10591, 20.99493, 6.51018)
C (15.05040, 17.83030, 7.49144)
N (15.22047, 19.20592, 7.99043)
O (16.31750, 19.71912, 7.81006)
O (14.18042, 19.76716, 8.34643)
H (15.04160, 17.88364, 6.40278)
H (14.19867, 17.33148, 7.95387)
H (15.91113, 17.28201, 7.87434)
C (18.38205, 21.76939, 9.71948)
N (19.51318, 22.45527, 9.10509)
O (20.00301, 22.01543, 8.02587)
O (20.10234, 23.36332, 9.77618)
H (18.80701, 20.98929, 10.35110)
H (17.74973, 21.31643, 8.95586)
H (17.75016, 22.28346, 10.44374)
C (13.91969, 18.91439, 2.30445)
C (13.81277, 17.42674, 2.15448)
O (14.27996, 16.69438, 3.24057)
P (15.79337, 16.68335, 3.78959)
O (16.25414, 18.05146, 4.26730)
O (15.93190, 15.48261, 4.85470)
C (16.08294, 14.13250, 4.52774)
C (15.14314, 13.37059, 5.39273)
O (16.67905, 16.12744, 2.50600)
C (17.28145, 17.00039, 1.59151)
C (18.75722, 16.86659, 1.72441)
H (14.78263, 19.21556, 1.71053)
H (13.07135, 19.55179, 2.05520)
H (14.24414, 19.19253, 3.30719)
H (12.74053, 17.23650, 2.20153)
H (14.29907, 16.88582, 1.34268)
H (15.88515, 13.98836, 3.46557)
H (17.03098, 13.70582, 4.85526)
H (14.96753, 13.91353, 6.32142)
H (14.13999, 13.17972, 5.01147)
H (15.54443, 12.43428, 5.78054)
H (16.94330, 16.51982, 0.67347)
H (16.83888, 17.99213, 1.68461)
H (19.25157, 17.42281, 0.92795)
H (19.01000, 17.42114, 2.62811)
H (19.20789, 15.87984, 1.83082)
C (8.69062, 11.06056, 9.75112)
C (10.15035, 11.42556, 10.25350)
O (10.20076, 12.78840, 10.38249)
P (11.26550, 13.68102, 9.59147)
O (11.38796, 15.14085, 9.98569)
O (10.85254, 13.47011, 7.96064)
C (10.43551, 14.56227, 7.16999)
C (11.69196, 15.33260, 6.45698)
O (12.62562, 12.83515, 9.85503)
C (13.70867, 13.51575, 10.57180)
C (14.85585, 13.56260, 9.54616)
H (7.96385, 11.47904, 10.44739)
H (8.58943, 11.08602, 8.66613)
H (8.64998, 9.98696, 9.93502)
H (10.25533, 10.94083, 11.22413)
H (10.92788, 10.99853, 9.62010)
H (9.87840, 14.03017, 6.39888)
H (9.72518, 15.22770, 7.66065)
H (11.35119, 16.31044, 6.11668)
H (12.57730, 15.45190, 7.08151)
H (11.92595, 14.59519, 5.68914)
H (13.37245, 14.40757, 11.10068)
H (14.15199, 12.92671, 11.37467)
H (15.79982, 13.46961, 10.08315)
H (14.93140, 12.70105, 8.88274)
H (15.04479, 14.49431, 9.01295)



(3)
The following is a DFT calculation (ωB97M-V with the def2-TZVPD basis set) of a molecular structure, C15H40AlINO14S4.

The LUMO energy is 0.060 Eh. The molar mass is 740.632 g mol⁻¹. Its net charge is -1. As for the multiplicity: 1. The calculation puts the HOMO energy at -5.19 eV.

CARTESIAN COORDINATES (ANGSTROEM)
O (-3.18017, 0.44952, -4.74453)
N (-3.42761, 1.46349, -5.32957)
O (-3.93434, 2.42443, -4.58347)
Al (-5.53620, 2.24634, -3.62988)
C (-6.85143, 3.45615, -4.57792)
C (-8.35652, 3.35025, -4.29007)
C (-8.91354, 1.98209, -3.93269)
I (-8.77047, 1.51513, -1.86178)
H (-6.00066, 0.70488, -3.70802)
H (-5.29235, 2.76337, -2.11827)
H (-6.70363, 3.35821, -5.65793)
H (-6.54618, 4.47852, -4.33038)
H (-8.91185, 3.64487, -5.19177)
H (-8.65374, 4.06691, -3.52275)
H (-8.40792, 1.18941, -4.47674)
H (-9.97873, 1.92165, -4.13700)
O (2.51330, -2.91995, -5.36854)
S (2.63204, -1.98171, -4.29577)
O (1.91552, -2.23328, -3.08382)
O (2.33399, -0.53471, -4.82169)
C (1.06095, -0.27079, -5.49352)
C (-0.07867, -0.04531, -4.53285)
C (4.32886, -1.71847, -3.91331)
H (0.86428, -1.07926, -6.19736)
H (1.26884, 0.62980, -6.06618)
H (-0.34537, -0.95432, -3.99603)
H (-0.95910, 0.29092, -5.07536)
H (0.19011, 0.71555, -3.79939)
H (4.86480, -1.51061, -4.83442)
H (4.69033, -2.63586, -3.45408)
H (4.40086, -0.88708, -3.21752)
O (1.78370, -5.89032, 1.63745)
S (1.34383, -4.67881, 2.25915)
O (-0.02244, -4.56012, 2.65639)
O (1.75941, -3.45398, 1.35484)
C (1.32742, -3.41169, -0.03383)
C (-0.09417, -2.92746, -0.18742)
C (2.38102, -4.25835, 3.61113)
H (1.48268, -4.38648, -0.49547)
H (2.02047, -2.71558, -0.49995)
H (-0.82439, -3.63576, 0.20005)
H (-0.30084, -2.76047, -1.24419)
H (-0.22725, -1.99016, 0.35256)
H (3.41715, -4.31545, 3.29080)
H (2.18656, -4.96975, 4.41020)
H (2.12484, -3.25221, 3.93347)
O (2.78328, 2.93161, -1.05100)
S (1.98362, 3.21846, 0.10092)
O (2.64497, 3.53793, 1.32824)
O (0.96302, 2.03778, 0.32728)
C (1.48189, 0.68371, 0.29837)
C (2.20271, 0.30238, 1.57469)
C (0.80031, 4.46111, -0.27115)
H (2.11680, 0.56898, -0.58029)
H (0.59831, 0.06764, 0.15860)
H (3.12674, 0.86734, 1.69550)
H (2.44115, -0.76251, 1.54214)
H (1.57709, 0.49237, 2.44627)
H (0.29014, 4.19133, -1.19121)
H (1.35317, 5.38998, -0.39084)
H (0.10451, 4.53338, 0.55966)
O (1.82404, 0.54901, 5.23107)
S (2.82522, -0.09815, 6.01676)
O (2.81788, -1.52444, 6.12159)
O (2.82866, 0.53589, 7.46811)
C (1.54650, 0.63281, 8.14407)
C (1.08255, -0.69036, 8.71213)
C (4.42355, 0.43916, 5.52670)
H (0.81915, 1.05509, 7.45077)
H (1.72410, 1.36094, 8.93187)
H (0.84076, -1.40128, 7.92451)
H (0.18994, -0.52680, 9.31625)
H (1.85726, -1.12971, 9.34002)
H (4.42660, 1.52403, 5.47842)
H (4.60306, 0.01011, 4.54332)
H (5.14961, 0.06869, 6.24462)